(1)
{
  "formula": "C39H102O12",
  "method": "wB97M-V/def2-TZVPD",
  "total_energy_ev": -66653.4016,
  "charge": 1,
  "homo_ev": [-10.23, -10.23],
  "spin_multiplicity": 2,
  "s_squared": 0.75,
  "symbols": ["C", "C", "O", "C", "C", "H", "H", "H", "H", "H", "H", "H", "H", "H", "H", "C", "C", "O", "C", "C", "H", "H", "H", "H", "H", "H", "H", "H", "H", "H", "C", "C", "O", "C", "C", "H", "H", "H", "H", "H", "H", "H", "H", "H", "H", "C", "C", "O", "C", "C", "H", "H", "H", "H", "H", "H", "H", "H", "H", "H", "C", "C", "O", "C", "C", "H", "H", "H", "H", "H", "H", "H", "H", "H", "H", "C", "C", "O", "C", "C", "H", "H", "H", "H", "H", "H", "H", "H", "H", "H", "C", "C", "C", "O", "H", "H", "H", "H", "H", "H", "H", "H", "C", "C", "C", "O", "H", "H", "H", "H", "H", "H", "H", "H", "C", "C", "C", "O", "H", "H", "H", "H", "H", "H", "H", "H", "C", "C", "O", "H", "H", "H", "H", "H", "H", "C", "C", "O", "H", "H", "H", "H", "H", "H", "C", "C", "O", "H", "H", "H", "H", "H", "H"],
  "coordinates": [[-2.880, 4.278, 1.760], [-1.356, 4.268, 1.738], [-1.011, 4.779, 0.496], [0.333, 5.079, 0.340], [0.420, 5.862, -0.945], [-3.219, 3.936, 2.738], [-3.310, 5.274, 1.658], [-3.340, 3.694, 0.962], [-1.062, 4.923, 2.558], [-0.958, 3.270, 1.919], [0.718, 5.604, 1.214], [0.956, 4.202, 0.168], [0.058, 5.261, -1.779], [1.428, 6.184, -1.205], [-0.196, 6.759, -1.015], [3.177, -5.527, 2.491], [4.070, -4.284, 2.711], [3.365, -3.377, 3.564], [4.124, -2.334, 4.183], [3.180, -1.364, 5.005], [3.687, -6.404, 2.093], [2.825, -5.813, 3.482], [2.347, -5.392, 1.797], [5.019, -4.538, 3.184], [4.331, -3.771, 1.785], [4.834, -2.754, 4.896], [4.758, -1.857, 3.435], [2.446, -0.925, 4.329], [3.717, -0.523, 5.444], [2.711, -1.893, 5.835], [0.125, -4.969, -4.755], [1.472, -4.367, -4.395], [1.445, -4.020, -3.019], [2.582, -3.318, -2.580], [2.437, -3.126, -1.035], [0.211, -5.255, -5.803], [-0.124, -5.861, -4.180], [-0.535, -4.118, -4.590], [2.247, -5.126, -4.500], [1.753, -3.541, -5.049], [3.479, -3.846, -2.902], [2.685, -2.368, -3.104], [2.136, -4.069, -0.578], [1.711, -2.394, -0.680], [3.375, -2.851, -0.552], [3.720, 4.595, -3.315], [4.210, 3.745, -2.159], [3.820, 2.367, -2.340], [4.028, 1.480, -1.238], [3.525, 0.130, -1.519], [4.346, 4.387, -4.182], [2.724, 4.274, -3.617], [3.695, 5.663, -3.100], [5.298, 3.791, -2.147], [3.927, 4.092, -1.165], [5.086, 1.581, -0.997], [3.461, 1.918, -0.417], [3.829, -0.418, -0.627], [4.001, -0.254, -2.421], [2.446, -0.003, -1.592], [0.899, -0.086, -4.628], [2.148, 0.749, -4.872], [2.134, 1.158, -6.208], [3.232, 2.024, -6.472], [3.440, 2.205, -7.955], [0.728, -0.789, -5.443], [0.986, -0.621, -3.683], [0.015, 0.546, -4.551], [2.276, 1.535, -4.127], [3.019, 0.110, -4.725], [3.088, 2.974, -5.957], [4.146, 1.634, -6.025], [4.237, 2.897, -8.226], [2.552, 2.629, -8.425], [3.672, 1.272, -8.470], [-8.158, -0.277, 4.407], [-7.504, 0.017, 3.027], [-6.161, 0.257, 3.248], [-5.504, 0.460, 1.965], [-4.093, 1.024, 2.312], [-9.244, -0.277, 4.317], [-7.897, -1.269, 4.777], [-7.975, 0.457, 5.192], [-7.651, -0.828, 2.355], [-7.946, 0.943, 2.656], [-5.372, -0.543, 1.560], [-5.996, 1.139, 1.268], [-4.108, 1.967, 2.858], [-3.600, 1.219, 1.360], [-3.531, 0.254, 2.841], [-4.498, -3.418, 1.732], [-4.305, -3.179, 3.209], [-5.500, -3.440, 4.061], [-3.209, -3.986, 3.566], [-5.278, -2.745, 1.376], [-4.733, -4.450, 1.471], [-3.582, -3.154, 1.203], [-3.885, -2.196, 3.422], [-6.244, -2.660, 3.900], [-5.219, -3.302, 5.105], [-6.001, -4.396, 3.907], [-2.575, -3.781, 2.874], [2.253, 2.055, 4.176], [2.787, 3.532, 4.237], [4.215, 3.683, 4.824], [2.797, 4.008, 2.940], [1.259, 2.001, 3.732], [2.245, 1.506, 5.117], [2.906, 1.412, 3.586], [2.065, 4.045, 4.872], [4.918, 3.255, 4.109], [4.302, 3.091, 5.735], [4.413, 4.747, 4.959], [3.391, 3.427, 2.458], [0.721, 0.125, 1.138], [-0.664, 0.393, 0.557], [-0.636, 0.802, -0.911], [-1.483, -0.766, 0.692], [0.713, -0.030, 2.217], [1.491, 0.858, 0.897], [1.029, -0.862, 0.792], [-1.064, 1.221, 1.141], [-0.388, -0.046, -1.548], [0.169, 1.534, -0.982], [-1.541, 1.248, -1.323], [-2.272, -0.686, 0.150], [-2.309, -2.563, -2.080], [-3.329, -1.450, -2.352], [-3.567, -0.722, -1.170], [-1.334, -2.203, -1.753], [-2.146, -3.160, -2.977], [-2.763, -3.191, -1.314], [-4.251, -1.871, -2.752], [-3.016, -0.727, -3.105], [-4.417, -0.294, -1.295], [-1.046, 3.208, -3.558], [-2.217, 2.596, -4.349], [-2.772, 3.556, -5.145], [-0.313, 3.653, -4.230], [-0.547, 2.444, -2.962], [-1.456, 4.026, -2.965], [-2.978, 2.229, -3.661], [-1.905, 1.810, -5.037], [-3.393, 3.134, -5.745], [0.004, -4.430, 3.712], [0.075, -3.344, 2.598], [-1.169, -3.297, 1.926], [-0.934, -4.547, 4.254], [0.855, -4.352, 4.389], [0.043, -5.391, 3.200], [0.918, -3.573, 1.946], [0.393, -2.386, 3.010], [-1.140, -2.519, 1.364]],
  "lowdin_spin": [0.000, 0.000, 0.000, 0.000, 0.000, 0.000, 0.000, 0.000, 0.000, 0.000, 0.000, 0.000, 0.000, 0.000, 0.000, 0.000, 0.000, 0.000, 0.000, 0.000, 0.000, 0.000, 0.000, 0.000, 0.000, 0.000, 0.000, 0.000, 0.000, 0.000, 0.000, 0.000, 0.001, 0.000, 0.000, 0.000, 0.000, 0.000, 0.000, 0.000, 0.000, 0.000, 0.000, 0.000, 0.000, 0.002, 0.002, 0.023, 0.002, 0.000, 0.000, 0.001, 0.000, 0.002, 0.000, 0.001, 0.001, 0.000, 0.001, 0.000, 0.006, 0.107, 0.606, 0.073, 0.004, 0.001, -0.001, 0.003, 0.038, 0.056, 0.038, 0.029, -0.001, 0.001, 0.001, 0.000, 0.000, 0.000, 0.000, 0.000, 0.000, 0.000, 0.000, 0.000, 0.000, 0.000, 0.000, 0.000, 0.000, 0.000, 0.000, 0.000, 0.000, 0.000, 0.000, 0.000, 0.000, 0.000, 0.000, 0.000, 0.000, 0.000, 0.000, 0.000, 0.000, 0.000, 0.000, 0.000, 0.000, 0.000, 0.000, 0.000, 0.000, 0.000, 0.000, 0.000, 0.000, 0.000, 0.000, 0.000, 0.000, 0.000, 0.000, 0.000, 0.000, 0.000, 0.000, 0.000, 0.000, 0.000, 0.000, 0.000, 0.000, 0.000, 0.000, 0.000, 0.000, 0.001, 0.000, 0.000, 0.000, 0.000, 0.000, 0.000, 0.000, 0.000, 0.000, 0.000, 0.000, 0.000, 0.000, 0.000, 0.000]
}

(2)
{
  "formula": "C3H5NO",
  "method": "wB97M-V/def2-TZVPD",
  "total_energy_ev": -6727.5292,
  "charge": 0,
  "homo_ev": -9.30,
  "de_lowest_kcal_mol": 47.12,
  "symbols": ["C", "N", "O", "C", "C", "H", "H", "H", "H", "H"],
  "coordinates": [[-0.923, 0.835, -0.335], [0.084, 1.566, -0.575], [1.244, 0.947, -0.366], [0.984, -0.384, 0.163], [-0.517, -0.545, 0.149], [-1.918, 1.196, -0.426], [1.386, -0.398, 1.202], [1.475, -1.122, -0.488], [-0.915, -0.707, 1.177], [-0.901, -1.387, -0.502]],
  "nbo_charge": [-0.014, -0.070, -0.348, -0.113, -0.502, 0.208, 0.192, 0.197, 0.225, 0.225]
}

Q: Which formula does entry 1 have?
A: C39H102O12